Record 1
Formula: C39H39BrLaN10O5S2SbSe4
Source: the OMol25 dataset
Level of theory: ωB97M-V/def2-TZVPD

```
102
Properties=species:S:1:pos:R:3:lowdin_charge:R:1
La -0.088 -0.795 -0.418 1.98
O -1.091 -6.134 -0.885 0.01
C -0.795 -4.748 -0.717 -0.47
O -0.288 -4.048 -1.580 0.00
C -0.854 -4.339 0.714 -0.19
C -1.618 -4.962 1.762 0.01
C -1.253 -4.736 3.139 -0.05
C -0.356 -3.746 3.367 -0.11
C 0.171 -2.866 2.447 -0.19
N -0.353 -3.063 1.178 -0.04
C 0.633 -1.715 3.403 -0.43
O 0.186 -1.924 4.682 -0.07
O 1.242 -0.709 3.113 0.03
H -0.389 -6.521 -1.434 0.09
H -2.450 -5.647 1.570 0.11
H -1.810 -5.266 3.941 0.11
H -0.009 -3.628 4.405 0.11
H -0.503 -1.279 5.015 -0.04
Br -7.506 -0.082 -3.246 0.68
C -5.763 -0.774 -3.030 -0.70
C -5.596 -1.943 -2.205 -0.12
C -4.404 -2.153 -1.585 -0.02
C -3.358 -1.226 -1.729 -0.40
O -2.341 -1.219 -0.900 -0.47
C -3.425 -0.358 -2.829 -0.18
C -2.258 0.516 -3.066 -0.55
N -0.962 -0.098 -2.914 -0.07
C 0.071 0.374 -3.595 -0.30
C 0.149 1.440 -4.543 -0.04
C 1.305 1.785 -5.236 -0.12
C 2.494 1.125 -4.989 -0.11
C 2.492 0.055 -4.064 -0.17
C 3.722 -0.562 -3.700 -0.02
C 3.704 -1.589 -2.776 -0.08
C 2.494 -1.951 -2.203 -0.15
N 1.364 -1.244 -2.332 -0.09
C 1.303 -0.319 -3.338 -0.17
C -4.670 -0.022 -3.387 -0.12
H -6.475 -2.579 -2.059 0.10
H -4.259 -2.981 -0.872 0.13
H -2.318 0.989 -4.059 0.09
H -0.769 2.008 -4.757 0.10
H 1.290 2.661 -5.923 0.11
H 3.446 1.445 -5.402 0.09
H 4.671 -0.189 -4.147 0.12
H 4.616 -2.071 -2.473 0.09
H 2.449 -2.802 -1.564 0.10
H -4.827 0.771 -4.122 0.10
C 2.250 4.123 -1.869 -0.01
C 1.139 4.065 -0.878 -0.32
N 0.395 5.066 -0.434 0.09
N -0.354 4.527 0.554 0.01
C -0.141 3.197 0.745 -0.86
S -0.607 2.172 1.942 0.65
N 0.781 2.882 -0.232 -0.10
N 1.450 1.630 -0.286 -0.01
H 2.667 5.144 -1.928 0.09
H 1.941 3.805 -2.887 0.08
H 3.040 3.468 -1.524 0.07
H -1.089 5.064 1.028 0.17
H 2.170 1.500 0.547 0.05
H 2.005 1.571 -1.170 0.09
C 5.344 -2.163 2.468 -0.16
C 5.106 -1.734 1.017 -0.21
N 4.202 -0.625 0.964 0.07
C 4.037 0.302 1.995 -0.35
N 3.153 1.265 1.813 0.02
C 3.064 2.256 2.857 -0.23
C 3.162 1.625 4.245 -0.16
C 4.491 0.932 4.347 -0.16
N 4.659 0.056 3.177 -0.04
C 5.707 -0.965 3.331 -0.15
H 6.152 -2.890 2.477 0.11
H 4.438 -2.637 2.898 0.13
H 4.705 -2.593 0.478 0.11
H 6.090 -1.485 0.546 0.12
H 3.791 -0.270 0.114 0.11
H 2.075 2.714 2.687 0.07
H 3.834 3.031 2.722 0.11
H 2.317 0.926 4.391 0.12
H 3.081 2.421 4.990 0.12
H 4.526 0.299 5.222 0.11
H 5.366 1.625 4.411 0.13
H 5.770 -1.243 4.409 0.13
H 6.654 -0.529 3.009 0.12
S -2.295 1.965 -1.923 0.95
C -3.989 2.399 -1.577 -0.51
C -4.920 2.967 -2.520 -0.12
C -6.183 3.293 -2.095 -0.14
C -6.540 3.172 -0.744 -0.08
C -5.646 2.559 0.166 -0.04
C -4.348 2.203 -0.257 -0.12
H -4.602 3.126 -3.565 0.11
H -6.882 3.672 -2.837 0.09
H -7.462 3.603 -0.351 0.10
H -5.947 2.342 1.199 0.04
H -3.603 1.766 0.391 0.02
Se -5.343 -3.248 3.772 -0.38
Sb -4.421 -0.930 4.067 -0.32
Se -3.533 -0.677 1.691 0.13
Se -6.048 0.945 3.830 -0.29
Se -2.627 -0.577 5.918 -0.25
```

Total charge: -2
Max |F| in eV/A: 4.33
ΔE to the lowest compared entry with this formula, charge and spin in eV: 3.531
Multiplicity: 1
HOMO level (alpha / beta) in eV: -1.41 / -1.14
Kohn-Sham gap (alpha / beta) in eV: 4.062 / 3.785



Record 2
Formula: C39H39Cl2MoN3O3SSi
Source: the OMol25 dataset
Level of theory: ωB97M-V/def2-TZVPD

```
89
Properties=species:S:1:pos:R:3:mulliken_spin:R:1
Mo -0.668 -0.776 0.382 2.13
Cl -0.833 -2.085 2.853 0.02
C -2.550 -2.039 3.195 0.00
C -2.922 -2.385 4.482 0.00
C -4.267 -2.422 4.804 0.00
C -5.208 -2.120 3.832 0.00
C -4.802 -1.772 2.556 0.00
Cl -6.036 -1.417 1.393 0.00
C -3.450 -1.707 2.180 0.03
S -3.040 -1.212 0.544 -0.05
H -2.162 -2.629 5.209 0.00
H -4.581 -2.692 5.802 0.00
H -6.264 -2.149 4.053 0.00
C 1.112 7.114 -0.157 0.00
O 1.840 6.013 -0.665 0.00
C 2.643 5.337 0.195 0.00
C 3.319 4.242 -0.349 0.00
C 4.132 3.462 0.439 0.00
C 4.291 3.771 1.791 0.00
C 3.683 4.899 2.309 0.00
C 2.833 5.675 1.529 0.00
N 5.148 3.040 2.687 0.00
N 5.099 1.808 2.795 0.00
C 4.107 1.041 2.085 0.02
C 4.529 0.044 1.242 -0.01
C 3.631 -0.735 0.487 0.03
C 2.271 -0.523 0.609 0.00
O 1.335 -1.196 -0.020 -0.02
C 1.833 0.467 1.534 0.02
N 0.480 0.576 1.640 -0.08
C -0.035 1.408 2.522 0.03
C 0.775 2.190 3.360 -0.01
C 2.137 2.119 3.242 0.03
C 2.715 1.243 2.298 0.00
H 0.526 7.496 -0.987 0.00
H 1.783 7.897 0.206 0.00
H 0.441 6.804 0.649 0.00
H 3.188 4.015 -1.396 0.00
H 4.640 2.615 0.001 0.00
H 3.868 5.167 3.342 0.00
H 2.350 6.536 1.966 0.00
H 5.595 -0.120 1.139 0.00
H 3.995 -1.501 -0.183 0.00
H -1.115 1.465 2.570 0.00
H 0.307 2.839 4.087 0.00
H 2.774 2.720 3.876 0.00
C 1.401 -4.295 0.897 0.00
C 0.291 -4.630 -0.072 0.00
O -0.815 -3.741 0.097 -0.01
C -2.043 -4.366 -0.296 0.00
C -2.701 -5.064 0.877 0.00
H 2.242 -4.973 0.739 0.00
H 1.058 -4.414 1.926 0.00
H 1.748 -3.276 0.751 0.00
H -0.056 -5.652 0.111 0.00
H 0.637 -4.574 -1.111 0.00
H -1.831 -5.078 -1.102 0.00
H -2.689 -3.594 -0.702 0.00
H -2.035 -5.805 1.322 0.00
H -3.609 -5.575 0.553 0.00
H -2.974 -4.344 1.645 0.00
C 2.160 1.682 -4.831 0.00
C 1.677 2.190 -3.637 0.00
C 0.944 1.380 -2.777 0.01
C 0.656 0.056 -3.100 0.01
C 1.154 -0.433 -4.312 0.00
C 1.900 0.362 -5.167 0.00
Si -0.410 -1.141 -2.097 -0.11
C -2.062 -1.311 -2.990 0.01
C -2.565 -2.573 -3.309 0.00
C -3.800 -2.725 -3.923 0.00
C -4.556 -1.608 -4.240 0.00
C -4.065 -0.342 -3.956 0.00
C -2.830 -0.199 -3.344 0.00
H 2.733 2.311 -5.501 0.00
H 1.853 3.226 -3.380 0.00
H 0.577 1.803 -1.852 -0.01
H 0.949 -1.459 -4.597 0.00
H 2.269 -0.044 -6.100 0.00
H 0.245 -2.467 -2.272 0.00
H -1.978 -3.454 -3.077 0.00
H -4.170 -3.715 -4.160 0.00
H -5.521 -1.722 -4.717 0.00
H -4.644 0.535 -4.216 0.00
H -2.456 0.799 -3.148 0.00
C -1.418 1.168 -0.206 -0.07
H -0.625 1.914 -0.265 -0.01
H -2.134 1.482 0.559 0.04
H -1.959 1.149 -1.151 0.00
```

Max |F| in eV/A: 0.50
ΔE to the lowest compared entry with this formula, charge and spin in eV: 0.000
Multiplicity: 3
HOMO level (alpha / beta) in eV: -7.44 / -7.77
Kohn-Sham gap (alpha / beta) in eV: 6.845 / 6.925
<S²>: 2.03



Record 3
Formula: C39H39N5O2PtSbSe4
Source: the OMol25 dataset
Level of theory: ωB97M-V/def2-TZVPD

```
91
Properties=species:S:1:pos:R:3:mulliken_spin:R:1
Pt 0.131 0.022 -0.834 1.59
O 0.872 -1.211 0.648 0.01
C 0.905 -0.833 1.968 -0.04
C 1.321 0.645 2.155 0.00
C 0.347 1.707 1.710 -0.02
C 0.304 2.919 2.384 0.01
C -0.660 3.849 2.042 0.00
C -1.571 3.539 1.053 0.01
C -1.461 2.329 0.375 -0.01
C -2.364 2.053 -0.788 0.07
C -2.896 0.608 -1.002 -0.05
O -1.966 -0.394 -0.808 0.21
C -4.081 0.406 -0.039 0.00
C -4.055 -0.627 0.887 0.02
C -5.134 -0.837 1.736 0.00
C -6.250 -0.018 1.673 0.00
C -6.282 1.017 0.749 0.00
C -5.208 1.222 -0.101 0.00
C -3.451 0.484 -2.439 0.03
C -3.673 -0.807 -2.911 -0.01
C -4.128 -1.025 -4.200 -0.01
C -4.366 0.047 -5.047 0.00
C -4.158 1.336 -4.588 0.00
C -3.710 1.553 -3.290 0.03
N -0.494 1.458 0.699 0.10
C -0.417 -1.168 2.685 0.00
C -1.014 -2.387 2.370 0.01
C -2.137 -2.824 3.049 0.00
C -2.699 -2.041 4.049 0.00
C -2.134 -0.813 4.347 0.00
C -0.997 -0.383 3.673 0.00
C 1.972 -1.700 2.679 0.02
C 2.376 -1.472 3.992 0.00
C 3.319 -2.289 4.597 0.00
C 3.871 -3.356 3.903 0.00
C 3.460 -3.603 2.602 0.00
C 2.518 -2.782 1.999 0.01
H 2.283 0.780 1.653 0.00
H 1.511 0.837 3.212 0.00
H 1.007 3.107 3.184 0.00
H -0.710 4.801 2.555 0.00
H -2.355 4.230 0.776 0.00
H -1.810 2.371 -1.673 -0.02
H -3.215 2.730 -0.712 0.00
H -3.173 -1.250 0.931 -0.01
H -5.096 -1.647 2.453 0.00
H -7.091 -0.185 2.335 0.00
H -7.151 1.660 0.682 0.00
H -5.266 2.009 -0.845 0.00
H -3.446 -1.638 -2.255 0.00
H -4.274 -2.038 -4.554 0.00
H -4.691 -0.122 -6.066 0.00
H -4.309 2.181 -5.247 0.00
H -3.535 2.573 -2.974 0.00
H -0.580 -2.979 1.575 0.00
H -2.584 -3.776 2.791 0.00
H -3.581 -2.378 4.578 0.00
H -2.578 -0.181 5.105 0.00
H -0.576 0.580 3.932 0.00
H 1.935 -0.670 4.570 0.00
H 3.619 -2.092 5.618 0.00
H 4.609 -3.992 4.374 0.00
H 3.876 -4.436 2.050 0.00
H 2.193 -2.957 0.983 -0.01
Se -0.546 -0.955 -6.413 0.71
Sb 0.755 1.112 -5.883 -0.03
Se 0.965 3.282 -2.792 0.59
Se 0.089 1.223 -3.008 0.36
Se -1.041 2.307 -6.885 0.39
C 3.670 -0.944 -0.549 0.00
N 5.108 -1.038 -0.817 0.00
C 5.709 0.261 -0.516 0.00
N 5.124 1.347 -1.307 0.00
C 3.684 1.384 -1.031 -0.03
N 3.034 0.110 -1.344 -0.03
C 3.264 -0.181 -2.764 0.03
N 4.691 -0.260 -3.083 0.01
C 5.288 -1.300 -2.246 0.00
C 5.301 1.022 -2.725 0.00
H 3.515 -0.740 0.511 0.01
H 3.191 -1.898 -0.775 0.01
H 6.781 0.213 -0.722 0.00
H 5.565 0.479 0.545 0.00
H 3.219 2.177 -1.623 0.03
H 3.535 1.609 0.028 0.01
H 2.812 0.609 -3.367 -0.01
H 2.784 -1.130 -3.016 0.01
H 6.358 -1.360 -2.464 0.00
H 4.826 -2.259 -2.491 0.00
H 4.846 1.811 -3.327 0.00
H 6.370 0.980 -2.948 0.00
```

Total charge: -1
Max |F| in eV/A: 0.71
ΔE to the lowest compared entry with this formula, charge and spin in eV: 1.603
Multiplicity: 5
HOMO level (alpha / beta) in eV: -4.38 / -5.10
Kohn-Sham gap (alpha / beta) in eV: 6.217 / 5.826
<S²>: 6.03



> Which value of max |F| does entry 2 give?

0.50 eV/A



> multiplicity of number 2 (C39H39Cl2MoN3O3SSi)?

3